No. 1
The following is a DFT calculation (the ωB97M-V functional and the def2-TZVPD basis) of a molecular structure, C22H21N3O4S2 at a distorted geometry.

Properties
orbital gap = 0.23439 Eh
energy relative to the best compared isomer or geometry (same formula, charge and spin) = 1980.4 kJ/mol
charge = 0
HOMO level = -0.259 Ha
LUMO energy = -0.664 eV
max |F| = 16.81 eV Å⁻¹

```
52
C22H21N3O4S2 the ωB97M-V functional and the def2-TZVPD basis
C 1.525 5.993 1.121
H 0.782 6.459 0.379
O 2.207 4.813 0.356
C 1.476 3.981 -0.283
C 0.046 3.961 -0.405
C -0.510 2.959 -0.830
C 0.196 2.088 -1.436
C 1.685 1.964 -1.702
C 2.337 3.031 -1.032
H 3.280 3.133 -0.996
H 2.371 1.168 -2.050
N -0.301 0.820 -2.220
C -0.078 -0.087 -3.075
O 1.164 -0.282 -3.339
C -0.974 -1.283 -3.323
H -0.454 -2.071 -3.363
H -1.789 -0.865 -4.023
S -2.125 -1.536 -1.746
C -0.896 -1.922 -0.554
N 0.365 -1.635 -0.767
C 1.303 -1.702 -0.002
C 1.077 -1.855 1.607
C 2.196 -1.986 2.336
C 3.305 -1.683 1.685
S 3.096 -1.718 -0.370
C 4.613 -1.772 2.014
H 4.655 -0.770 2.671
H 4.989 -2.779 2.540
H 5.370 -1.435 1.283
C 2.069 -2.103 3.779
H 2.763 -3.125 3.971
H 1.147 -2.220 3.955
H 2.610 -1.326 4.254
C -0.479 -1.946 1.764
O -0.871 -2.144 2.930
N -1.234 -2.106 0.845
C -2.724 -2.025 0.889
C -3.379 -0.543 1.090
C -2.783 0.633 1.036
C -3.697 1.565 0.757
C -5.043 0.825 0.385
O -4.501 -0.416 0.617
H -5.845 1.133 -0.082
H -3.858 2.758 0.622
H -1.708 0.901 1.309
H -3.418 -2.750 0.395
H -2.958 -2.222 2.108
H -1.636 0.812 -1.895
H -1.504 2.660 -0.869
H -0.322 4.672 0.394
H 1.036 5.538 1.860
H 2.370 6.618 1.375
```

---

No. 2
The following is a DFT calculation (the ωB97M-V functional and the def2-TZVPD basis) of a molecular structure, C4H10NaO6P2S at a distorted geometry.

Properties
orbital gap = 0.33642 Eh
charge = +1
HOMO level = -0.496 Ha
LUMO energy = -4.335 eV
max |F| = 2.28 eV Å⁻¹

```
24
C4H10NaO6P2S the ωB97M-V functional and the def2-TZVPD basis
O -3.171 -0.217 1.000
P -2.722 1.071 0.419
O -2.788 2.347 1.345
O -3.670 1.486 -0.765
P -0.692 1.050 -0.435
C -0.069 -0.727 -0.206
C 0.889 -1.044 -1.376
C 2.193 -0.239 -1.332
S 2.782 0.049 0.318
O 2.205 1.274 0.787
O 4.156 -0.276 0.422
O 2.016 -1.128 1.074
C 0.596 -1.067 1.151
H -2.188 2.382 2.095
H -3.508 2.328 -1.205
H -0.056 1.652 0.659
H -0.914 -1.402 -0.311
H 0.376 -0.813 -2.309
H 1.127 -2.108 -1.375
H 3.002 -0.790 -1.807
H 2.101 0.736 -1.809
H 0.326 -2.072 1.484
H 0.307 -0.373 1.942
Na -2.300 -2.118 0.234
```

---

No. 3
The following is a DFT calculation (the ωB97M-V functional and the def2-TZVPD basis) of C17H17N5O2S in the gas phase at a distorted geometry.

Properties
orbital gap = 0.31855 Eh
energy relative to the best compared isomer or geometry (same formula, charge and spin) = 378.3 kJ/mol
charge = 0
HOMO level = -0.297 Ha
LUMO energy = 0.594 eV
max |F| = 6.81 eV Å⁻¹

```
42
C17H17N5O2S the ωB97M-V functional and the def2-TZVPD basis
N -1.537 -2.369 -0.505
C -1.869 -1.022 -0.416
O -2.836 -0.664 -0.983
C -0.916 -0.031 -0.105
C -0.253 0.356 1.175
C -0.473 -0.166 2.509
C 0.430 -0.146 3.593
C 0.261 -1.024 4.666
C -0.943 -1.776 4.876
S -1.472 -2.863 6.132
C -2.957 -3.087 5.207
N -3.091 -2.340 4.115
C -1.883 -1.653 3.880
C -1.693 -0.861 2.715
N 0.615 1.346 0.992
N 0.581 1.654 -0.325
C -0.360 0.909 -0.959
N -0.852 0.932 -2.287
C 0.045 1.090 -3.434
C 0.772 2.435 -3.276
C 1.875 1.950 -2.365
C 1.593 2.459 -0.950
C 2.253 0.453 -2.433
O 3.616 0.435 -2.883
C 1.120 -0.042 -3.307
H -0.694 -2.865 -0.151
H -2.173 -2.806 -1.128
H 1.497 0.190 3.435
H 1.151 -1.194 5.251
H -3.628 -3.821 5.482
H -2.381 -1.098 1.879
H -1.810 0.581 -2.417
H -0.328 1.129 -4.404
H 1.136 2.782 -4.256
H 0.220 3.235 -2.805
H 2.723 2.586 -2.664
H 2.648 2.283 -0.438
H 1.428 3.498 -0.896
H 2.269 -0.248 -1.581
H 3.716 1.036 -3.594
H 1.475 -0.284 -4.303
H 0.727 -0.979 -3.040
```

---

No. 4
The following is a DFT calculation (the ωB97M-V functional and the def2-TZVPD basis) of 2 unconnected molecules or ions with the total composition C6H11N3O3 at a distorted geometry.

Properties
orbital gap = 0.18223 Eh
energy relative to the best compared isomer or geometry (same formula, charge and spin) = 828.1 kJ/mol
charge = 0
HOMO level = -0.228 Ha
LUMO energy = -1.252 eV
max |F| = 1.20 eV Å⁻¹

```
23
C6H11N3O3 the ωB97M-V functional and the def2-TZVPD basis
N 0.826 1.095 -2.346
C -0.066 0.016 -1.880
C -0.544 0.289 -0.484
N -1.829 0.553 -0.319
N -2.452 0.867 0.827
C -1.626 0.882 1.842
C -0.259 0.587 1.826
C 0.327 0.282 0.619
C 1.812 0.000 0.573
O 2.232 -0.896 -0.403
O 1.710 -2.162 0.009
H 0.683 1.899 -1.747
H 0.529 1.377 -3.271
H 0.418 -0.953 -1.874
H -0.946 -0.096 -2.517
H -2.430 0.519 -1.131
H -2.061 1.143 2.794
H 0.286 0.611 2.753
H 2.070 -0.415 1.551
H 2.365 0.929 0.482
H 2.245 -2.765 -0.520
O -1.638 -2.277 1.881
H -1.653 -1.484 1.335
```

---

Please write out number 4 again, unchanged.
The following is a DFT calculation (the ωB97M-V functional and the def2-TZVPD basis) of 2 unconnected molecules or ions with the total composition C6H11N3O3 at a distorted geometry.

Properties
orbital gap = 0.18223 Eh
energy relative to the best compared isomer or geometry (same formula, charge and spin) = 828.1 kJ/mol
charge = 0
HOMO level = -0.228 Ha
LUMO energy = -1.252 eV
max |F| = 1.20 eV Å⁻¹

```
23
C6H11N3O3 the ωB97M-V functional and the def2-TZVPD basis
N 0.826 1.095 -2.346
C -0.066 0.016 -1.880
C -0.544 0.289 -0.484
N -1.829 0.553 -0.319
N -2.452 0.867 0.827
C -1.626 0.882 1.842
C -0.259 0.587 1.826
C 0.327 0.282 0.619
C 1.812 0.000 0.573
O 2.232 -0.896 -0.403
O 1.710 -2.162 0.009
H 0.683 1.899 -1.747
H 0.529 1.377 -3.271
H 0.418 -0.953 -1.874
H -0.946 -0.096 -2.517
H -2.430 0.519 -1.131
H -2.061 1.143 2.794
H 0.286 0.611 2.753
H 2.070 -0.415 1.551
H 2.365 0.929 0.482
H 2.245 -2.765 -0.520
O -1.638 -2.277 1.881
H -1.653 -1.484 1.335
```

---

- Number 4 is which compound?
  C6H11N3O3

---

- The lowest orbital gap belongs to which entry?
  C6H11N3O3